{
  "formula": "C42H98FINO24P",
  "method": "ωB97M-V with the def2-TZVPD basis set",
  "orbital_gap_ha": 0.271,
  "e_tot_ha": -4258.35233,
  "homo_energy_ev": -8.64,
  "fmax_ha_per_bohr": 0.0203,
  "symbols": ["C", "C", "O", "P", "O", "C", "C", "C", "C", "O", "C", "C", "C", "O", "C", "O", "C", "C", "C", "O", "C", "C", "O", "C", "C", "N", "C", "C", "C", "C", "C", "I", "C", "F", "C", "C", "O", "O", "C", "C", "H", "H", "H", "H", "H", "H", "H", "H", "H", "H", "H", "H", "H", "H", "H", "H", "H", "H", "H", "H", "H", "H", "H", "H", "H", "H", "H", "H", "H", "H", "H", "H", "H", "H", "H", "H", "H", "H", "C", "O", "H", "H", "H", "H", "C", "O", "H", "H", "H", "H", "C", "O", "H", "H", "H", "H", "C", "O", "H", "H", "H", "H", "C", "O", "H", "H", "H", "H", "C", "O", "H", "H", "H", "H", "C", "O", "H", "H", "H", "H", "C", "O", "H", "H", "H", "H", "C", "O", "H", "H", "H", "H", "C", "O", "H", "H", "H", "H", "C", "O", "H", "H", "H", "H", "C", "O", "H", "H", "H", "H", "C", "O", "H", "H", "H", "H", "C", "O", "H", "H", "H", "H", "C", "O", "H", "H", "H", "H"],
  "positions_angstrom": [[-0.343, -2.538, 3.874], [-1.309, -1.968, 4.905], [-1.756, -0.665, 4.444], [-2.225, 0.373, 5.548], [-3.172, -0.162, 6.536], [-2.937, 1.693, 4.546], [-3.685, 1.146, 3.298], [-2.752, 0.813, 2.169], [-2.651, -0.378, 1.565], [-3.403, -1.453, 1.863], [-4.603, -1.562, 1.059], [-5.688, -2.266, 1.842], [-6.491, -1.373, 2.775], [-5.089, -3.345, 2.564], [-1.680, -0.557, 0.453], [-1.943, -1.261, -0.493], [-0.398, 0.213, 0.588], [0.876, -0.229, 0.153], [1.001, -1.627, -0.395], [1.674, -1.657, -1.667], [2.548, -2.665, -1.877], [2.130, -4.043, -1.498], [3.602, -2.429, -2.381], [1.997, 0.621, 0.319], [3.366, 0.175, -0.154], [3.685, 0.535, -1.537], [2.978, 1.692, -2.083], [1.854, 1.903, 0.921], [3.015, 2.837, 1.147], [2.728, 4.335, 0.923], [2.622, 5.177, 2.213], [4.233, 5.204, -0.342], [0.593, 2.272, 1.352], [0.435, 3.458, 1.972], [-0.532, 1.465, 1.197], [-1.863, 1.893, 1.681], [-2.217, 3.047, 1.680], [-0.891, 0.899, 6.261], [0.218, 1.450, 5.527], [1.237, 0.405, 5.117], [-0.602, -3.566, 3.638], [0.682, -2.523, 4.241], [-0.374, -1.937, 2.968], [-2.185, -2.599, 5.012], [-0.832, -1.868, 5.878], [-2.216, 2.446, 4.252], [-3.645, 2.175, 5.216], [-4.247, 0.261, 3.585], [-4.380, 1.914, 2.962], [-4.343, -2.077, 0.143], [-4.927, -0.554, 0.799], [-6.380, -2.673, 1.102], [-7.489, -1.784, 2.910], [-6.018, -1.307, 3.752], [-6.609, -0.375, 2.358], [-5.542, -4.157, 2.327], [0.025, -2.063, -0.534], [1.538, -2.240, 0.332], [1.058, -4.212, -1.505], [2.477, -4.244, -0.483], [2.657, -4.737, -2.135], [4.133, 0.567, 0.510], [3.429, -0.908, -0.050], [3.487, -0.264, -2.120], [3.416, 1.934, -3.049], [1.912, 1.532, -2.256], [3.119, 2.575, -1.467], [3.356, 2.669, 2.170], [3.836, 2.549, 0.507], [1.791, 4.460, 0.396], [3.300, 6.022, 2.210], [1.613, 5.555, 2.339], [2.861, 4.576, 3.086], [0.673, 2.183, 6.189], [-0.120, 1.993, 4.649], [2.206, 0.888, 5.000], [1.343, -0.372, 5.869], [0.981, -0.052, 4.164], [4.730, 1.872, 6.630], [4.613, 0.473, 6.416], [4.433, 2.368, 5.711], [4.079, 2.217, 7.439], [5.759, 2.163, 6.861], [4.890, 0.020, 7.220], [-1.793, 3.636, -1.594], [-0.561, 4.224, -1.156], [-1.805, 3.686, -2.678], [-1.851, 2.591, -1.281], [-2.652, 4.179, -1.197], [-0.541, 4.187, -0.192], [-3.903, -4.193, -2.621], [-4.673, -3.010, -2.376], [-4.567, -5.043, -2.502], [-3.504, -4.192, -3.638], [-3.079, -4.269, -1.908], [-4.088, -2.252, -2.480], [6.910, -0.315, -2.802], [6.445, -1.656, -2.856], [7.990, -0.345, -2.935], [6.474, 0.298, -3.595], [6.685, 0.153, -1.841], [5.487, -1.648, -2.740], [6.410, -3.037, 6.742], [6.466, -1.640, 7.006], [6.008, -3.515, 7.631], [5.754, -3.259, 5.896], [7.403, -3.449, 6.542], [6.811, -1.197, 6.225], [-6.829, -7.600, -2.289], [-5.873, -6.964, -3.131], [-6.316, -7.861, -1.366], [-7.663, -6.935, -2.053], [-7.220, -8.514, -2.742], [-6.314, -6.728, -3.953], [-6.648, -0.704, -4.227], [-6.449, -2.089, -4.437], [-7.137, -0.303, -5.113], [-7.290, -0.509, -3.362], [-5.701, -0.170, -4.090], [-6.011, -2.450, -3.652], [0.401, -0.119, -4.761], [0.560, 1.259, -4.449], [0.057, -0.615, -3.855], [-0.339, -0.269, -5.553], [1.345, -0.575, -5.071], [0.866, 1.708, -5.246], [-4.023, -4.670, 5.965], [-3.281, -4.022, 4.944], [-3.351, -4.817, 6.808], [-4.867, -4.061, 6.298], [-4.392, -5.648, 5.641], [-3.862, -3.880, 4.188], [4.900, -6.604, -4.154], [4.450, -5.342, -3.664], [4.166, -7.352, -3.862], [4.982, -6.600, -5.244], [5.868, -6.858, -3.718], [5.102, -4.682, -3.917], [-1.832, 2.396, -6.271], [-0.694, 2.739, -7.059], [-1.448, 2.000, -5.337], [-2.453, 3.269, -6.052], [-2.446, 1.635, -6.760], [-0.996, 3.104, -7.894], [-0.561, 7.143, -3.487], [-0.615, 5.735, -3.631], [-0.900, 7.567, -4.431], [-1.225, 7.490, -2.689], [0.454, 7.500, -3.290], [-0.308, 5.320, -2.815], [8.518, -4.987, -3.134], [8.370, -6.374, -3.433], [7.901, -4.436, -3.838], [8.180, -4.752, -2.123], [9.555, -4.660, -3.252], [8.912, -6.872, -2.816], [-0.491, 8.374, 0.139], [0.375, 7.246, 0.164], [0.105, 9.237, 0.424], [-0.901, 8.548, -0.859], [-1.315, 8.268, 0.849], [-0.137, 6.472, -0.093], [-2.494, 7.303, -7.320], [-2.496, 5.881, -7.387], [-2.855, 7.674, -8.276], [-3.156, 7.663, -6.528], [-1.483, 7.684, -7.153], [-2.170, 5.545, -6.546]],
  "lowdin_charge": [-0.048, -0.224, -0.216, 0.471, -0.250, -0.165, -0.119, -0.065, -0.187, -0.005, -0.098, -0.378, -0.028, -0.029, -0.234, 0.132, -0.004, -0.033, -0.097, -0.003, -0.523, 0.036, 0.123, -0.060, -0.150, -0.058, -0.096, -0.068, -0.197, -0.743, -0.159, 0.871, -0.153, 0.087, -0.014, -0.296, 0.138, -0.190, -0.244, -0.056, 0.075, 0.066, 0.062, 0.074, 0.116, 0.080, 0.104, 0.102, 0.128, 0.108, 0.139, 0.147, 0.079, 0.085, 0.081, 0.103, 0.111, 0.140, 0.093, 0.103, 0.072, 0.113, 0.116, 0.063, 0.086, 0.073, 0.022, 0.127, 0.052, 0.045, 0.035, 0.064, 0.067, 0.118, 0.094, 0.064, 0.088, 0.059, -0.160, -0.140, 0.066, 0.078, 0.077, 0.059, -0.107, -0.133, 0.073, 0.075, 0.090, 0.051, -0.111, -0.146, 0.057, 0.087, 0.078, 0.081, -0.169, -0.137, 0.072, 0.074, 0.066, 0.022, -0.149, -0.135, 0.078, 0.078, 0.076, 0.077, -0.155, -0.133, 0.076, 0.076, 0.075, 0.080, -0.175, -0.136, 0.074, 0.074, 0.071, 0.028, -0.143, -0.143, 0.070, 0.074, 0.081, 0.073, -0.133, -0.147, 0.081, 0.082, 0.076, 0.053, -0.143, -0.135, 0.076, 0.079, 0.060, 0.069, -0.151, -0.120, 0.053, 0.069, 0.082, 0.075, -0.147, -0.128, 0.066, 0.062, 0.086, 0.035, -0.151, -0.135, 0.072, 0.079, 0.076, 0.072, -0.148, -0.127, 0.081, 0.055, 0.080, 0.047, -0.162, -0.130, 0.076, 0.076, 0.074, 0.055]
}